DFT (ωB97M-V/def2-TZVPD) results for C42H55AsIN6NaO2PS4Si as an isolated structure.

XYZ file:
```
114
Properties=species:S:1:pos:R:3:forces:R:3
I -5.367962 3.512182 7.678150 0.227 -0.124 -0.372
As 1.398790 1.492333 3.500529 0.805 0.362 1.703
S 2.071670 -0.613653 -2.059659 0.833 -0.219 0.159
S 2.235516 0.543466 1.885421 0.019 -0.363 -0.746
S -2.666063 -0.800588 -0.916123 0.093 0.305 0.036
S 0.451139 -1.736429 -0.384079 -0.810 -0.459 0.404
P 0.974406 3.541153 -0.470448 0.314 0.396 -0.254
Si 3.176916 0.773439 -5.066651 0.518 0.043 -0.478
Na -0.419141 0.761871 0.766329 0.177 -0.683 -1.285
O -0.905738 2.092462 2.342204 0.006 0.872 0.505
O -2.371735 0.462833 2.084832 -0.346 -0.654 -0.237
N -0.125931 0.688457 -2.483930 -0.082 0.109 0.361
N 2.303780 6.031254 -0.700375 0.171 0.312 -0.003
N -0.447033 -3.998718 -1.424759 -0.125 -0.113 -0.132
N -3.063120 -3.388840 -0.704635 0.498 0.197 -0.056
N 3.664277 4.048270 -1.067110 0.434 0.022 -0.092
N 2.070868 4.758392 -2.759673 0.112 0.184 -0.345
C 1.097984 -5.595851 -0.431606 0.022 -0.126 -0.087
C 0.433004 1.388157 -5.077525 0.039 0.021 -0.001
C 1.247178 -6.923356 -0.812422 0.081 0.078 -0.004
C 4.668235 0.536828 -3.907734 -0.558 -0.027 -0.221
C -4.459603 -3.131849 -0.435460 -0.223 0.193 -0.065
C -1.975291 1.493971 2.627307 -0.466 0.433 0.565
C -2.302402 3.016309 4.634804 0.008 -0.031 -0.238
C 1.368316 -7.597536 1.485126 0.032 -0.120 0.000
C -0.760793 -2.753507 -0.905343 1.817 0.238 0.423
C 0.083986 0.452672 4.495608 0.060 -0.011 -0.107
C -4.058746 1.503948 4.044784 0.105 0.041 -0.078
C 1.210494 -6.275618 1.874261 -0.003 0.008 0.070
C 3.425477 2.470516 -5.942082 -0.162 -0.516 0.288
C -1.525527 -4.891030 -1.742030 -0.325 -0.070 0.011
C 1.439738 0.816666 -4.314316 0.225 -0.049 0.033
C 2.042300 6.063354 -2.131450 0.014 0.153 -0.061
C 1.071717 -5.281527 0.923498 0.051 0.009 0.019
C 0.901971 -4.510816 -1.452892 0.053 0.044 -0.097
C -5.418882 -4.493612 1.457395 0.005 0.057 -0.088
C 2.794453 3.108382 -0.387673 -0.309 -0.240 0.373
C 3.585151 5.372132 -0.487693 0.110 0.119 0.036
C -2.143271 -2.381864 -0.832434 -1.577 0.577 -0.128
C -4.506401 -2.331853 1.945268 0.045 0.071 -0.062
C 3.350570 4.126650 -2.481711 0.174 0.077 -0.155
C -5.463312 -3.660415 3.704905 -0.028 -0.087 0.072
C -5.743567 -4.663171 2.792177 -0.061 -0.081 0.135
C -4.263425 2.888381 5.975051 -0.291 0.187 0.514
C 0.973758 3.924645 -2.309273 -0.436 -0.297 0.213
C -0.846124 1.567456 -4.568329 -0.092 0.135 -0.071
C -1.047252 1.256848 -3.233861 -0.069 0.056 -0.334
C 1.288367 3.438944 3.406885 -0.082 -0.125 -0.226
C -4.810056 -3.323952 1.018295 -0.052 -0.149 -0.045
C 2.768853 1.491305 4.928250 0.053 0.020 -0.101
C -4.794945 1.926792 5.137927 -0.173 -0.060 0.020
C 1.386476 -7.920606 0.139013 0.015 -0.107 0.077
C 3.314800 -0.538017 -6.460764 -0.114 0.381 0.546
C -2.806054 2.043057 3.781474 0.016 -0.040 0.008
C 1.058988 0.376217 -3.017489 0.107 0.095 -0.255
C -2.604503 -4.750754 -0.668990 0.355 -0.459 -0.157
C -3.021471 3.443911 5.736910 0.064 0.122 0.088
C 1.240589 5.349345 0.016253 -0.393 -0.353 0.166
C -4.838384 -2.499885 3.276746 0.002 0.023 0.147
H 2.345486 1.877692 5.858806 -0.021 -0.007 -0.016
H 2.499467 -0.457775 -7.175759 -0.171 0.068 -0.057
H 0.958172 -4.248478 1.216994 -0.037 0.138 0.049
H -4.443322 0.746410 3.379725 -0.030 -0.096 -0.080
H 4.559640 -0.366189 -3.318003 -0.041 -0.116 0.077
H 0.657086 -0.340047 4.988238 -0.037 0.200 -0.085
H 2.925586 2.113481 -0.820685 -0.001 -0.080 0.104
H -4.636725 -2.091202 -0.726444 -0.099 -0.286 0.005
H 2.813115 6.686991 -2.598324 -0.071 -0.007 0.003
H 1.486787 -8.372924 2.228665 -0.010 -0.051 0.062
H -5.067596 -3.797445 -1.062067 0.094 0.043 0.061
H -1.987136 1.452950 -2.735807 -0.181 0.072 -0.033
H 1.470085 5.396640 1.085313 -0.132 0.032 0.000
H 3.768268 5.297364 0.587477 0.048 0.039 -0.010
H 3.306039 -1.547829 -6.061151 -0.025 -0.172 0.124
H 3.079063 3.049697 0.671728 -0.023 -0.108 -0.240
H 1.514348 -8.948865 -0.170807 -0.005 -0.063 -0.013
H 1.271918 -7.177612 -1.864209 -0.012 0.014 -0.097
H -4.608409 -1.720718 3.989605 0.060 0.081 0.040
H 1.565044 -3.667499 -1.244329 -0.012 -0.180 -0.171
H 3.615663 2.120061 4.637023 -0.161 -0.081 -0.047
H -5.725464 -3.788540 4.746686 0.002 0.007 0.045
H 4.778649 1.364812 -3.213384 -0.024 0.146 0.146
H 1.017485 2.979816 -2.852936 -0.133 0.041 0.000
H -2.614670 4.198635 6.394905 -0.013 0.015 0.040
H 4.245743 -0.405669 -7.008910 0.166 0.074 -0.027
H 4.481541 2.705439 -6.047377 0.225 -0.062 0.008
H -6.215770 -5.578846 3.121055 -0.041 -0.052 0.015
H -5.646179 -5.280627 0.749840 -0.026 -0.034 -0.099
H 1.115157 -4.892123 -2.459178 0.055 -0.001 0.062
H -2.182017 -5.008581 0.313671 -0.069 -0.058 -0.100
H -3.447052 -5.418785 -0.872543 0.051 0.082 0.022
H -1.150648 -5.916080 -1.786190 -0.032 0.070 0.036
H 0.667315 3.761573 2.575165 -0.022 -0.130 0.121
H -1.638383 1.979219 -5.174835 -0.078 0.071 -0.018
H 0.304673 5.891923 -0.161641 0.032 -0.045 0.145
H 1.061213 6.516785 -2.300264 0.052 0.029 -0.029
H 3.140306 0.478118 5.092243 -0.119 0.042 -0.069
H 4.134353 4.714066 -2.975106 -0.038 -0.074 -0.006
H 0.657171 1.706352 -6.086828 -0.035 0.099 -0.176
H 2.321393 3.769805 3.264687 -0.088 -0.097 0.049
H -5.770098 1.508401 5.337365 -0.061 -0.039 0.006
H 0.025524 4.421054 -2.554148 0.084 -0.146 -0.031
H 1.205715 -6.022010 2.924701 -0.016 0.039 0.076
H -1.964528 -4.630997 -2.716899 -0.035 -0.155 0.019
H -4.004109 -1.431675 1.620827 0.080 0.144 -0.048
H 4.360958 5.999280 -0.942480 -0.018 -0.054 0.055
H -0.423986 1.064242 5.238776 0.029 0.033 0.008
H 5.589911 0.461094 -4.481465 0.080 0.077 -0.262
H 0.914959 3.836002 4.348600 -0.041 0.003 0.048
H 2.964018 3.286839 -5.393054 -0.108 0.125 0.161
H -1.332873 3.437650 4.422454 0.111 0.058 -0.059
H 2.999166 2.469664 -6.941742 -0.134 -0.033 -0.185
H 3.339899 3.116721 -2.894978 0.042 0.014 -0.050
H -0.644987 0.002592 3.826110 0.105 -0.010 0.029
```
Positions in Å, forces in eV/Å.

Computed properties:
**Multiplicity**: 1
**Total charge**: -1
**LUMO**: 1.78 eV
**HOMO energy**: -3.592 eV
**Kohn-Sham gap**: 5.370 eV
**Total energy**: -7031.99163 hartree

Atomic partial charges in e from the Mulliken method, atoms 1 to 4: 0.019 1.155 -0.377 -0.485